Here is 2 unconnected molecules or ions with the total composition C3H7BrOSi in a non-equilibrium geometry from the OMol25 dataset. Energies are from wB97M-V/def2-TZVPD.

**ΔE to the lowest compared entry with this formula, charge and spin**: 194.8 kJ/mol
**Strongest force on any atom**: 2.91 eV/Å
**E_HOMO**: -0.2926 Eh
**LUMO**: -0.37 eV
**Molar mass**: 167.1 g/mol

Last column: Löwdin charge in e.
Cartesian coordinates (Å):
Br 3.069 -1.156 -0.178  0.706
Si -1.172 0.106 1.281  0.699
O 4.666 0.778 0.673  -0.020
C -2.151 -0.431 -0.277  -0.376
C -0.339 1.785 0.679  -0.331
C 3.828 0.023 1.034  -0.788
H -2.193 -1.493 -0.125  -0.041
H 3.457 -0.234 2.093  0.096
H -1.535 -0.247 -1.199  0.024
H -0.213 2.573 1.443  0.015
H 0.711 1.570 0.422  -0.002
H -0.915 1.985 -0.156  -0.042
H -3.239 -0.006 -0.403  0.060

***

Here is C3H7Cl2N in the gas phase in a non-equilibrium geometry from the OMol25 dataset. Energies are from wB97M-V/def2-TZVPD.

**ΔE to the lowest compared entry with this formula, charge and spin**: 25.2 kJ/mol
**Strongest force on any atom**: 3.45 eV/Å
**E_HOMO**: -0.3662 Eh
**LUMO**: 0.78 eV
**Molar mass**: 128.0 g/mol
**SMILES**: C[C@H](N)C(Cl)Cl

Last column: Löwdin charge in e.
Cartesian coordinates (Å):
Cl -2.465 -0.846 -0.171  0.577
Cl -1.514 1.907 0.308  0.559
N 1.265 0.445 -0.890  0.022
C 0.225 -0.400 -0.254  -0.495
C 0.547 -0.623 1.272  -0.065
C -1.148 0.316 -0.441  -1.082
H 0.735 0.318 1.799  0.070
H -0.299 -1.121 1.746  0.055
H 0.909 0.694 -1.827  0.077
H -1.150 0.537 -1.509  0.042
H 1.324 1.343 -0.479  0.040
H 1.417 -1.317 1.347  0.085
H 0.154 -1.252 -0.901  0.115

***

Here is 2 unconnected molecules or ions with the total composition C3H7Cl2NSi in a non-equilibrium geometry from the OMol25 dataset. Energies are from wB97M-V/def2-TZVPD.

**ΔE to the lowest compared entry with this formula, charge and spin**: 231.6 kJ/mol
**Strongest force on any atom**: 4.30 eV/Å
**E_HOMO**: -0.3420 Eh
**LUMO**: -0.35 eV
**Molar mass**: 156.1 g/mol
**SMILES**: C=C/[Si](Cl)=N/C.Cl

Last column: Löwdin charge in e.
Cartesian coordinates (Å):
Cl -2.449 -0.311 1.714  0.361
Cl 2.632 -0.474 1.774  0.240
Si -0.992 0.118 0.411  0.217
N 0.235 -0.784 -0.102  -0.322
C -1.160 1.903 -0.182  -0.265
C -0.329 2.400 -1.161  -0.036
C 0.342 -2.235 -0.103  -0.271
H 0.209 1.778 -1.926  0.069
H -0.193 3.507 -1.301  0.071
H 1.919 -0.644 0.671  -0.263
H -1.533 2.616 0.451  0.001
H 1.261 -2.453 0.398  0.006
H -0.457 -2.863 0.523  0.107
H 0.515 -2.557 -1.166  0.083

***

Here is a molecular structure, C3H7ClCsNO6S2 in a non-equilibrium geometry from the OMol25 dataset. Energies are from wB97M-V/def2-TZVPD.

**ΔE to the lowest compared entry with this formula, charge and spin**: 158.6 kJ/mol
**Strongest force on any atom**: 14.18 eV/Å
**E_HOMO**: -0.3696 Eh
**LUMO**: -0.62 eV
**Molar mass**: 385.6 g/mol

Last column: Löwdin charge in e.
Cartesian coordinates (Å):
Cs -0.505 -0.817 -1.928  1.693
Cl -5.265 0.819 -0.823  0.378
S -1.622 0.752 0.071  0.514
S -4.092 -0.623 0.069  0.277
O 2.878 1.464 0.656  -0.007
O -1.643 0.923 1.528  -0.275
O -4.631 -1.932 -0.370  -0.386
O -2.238 1.959 -0.565  -0.340
O -4.216 -0.506 1.527  -0.359
O -0.045 0.658 -0.575  -0.882
N -2.499 -0.615 -0.504  -0.655
C 2.372 0.465 -0.189  -0.399
C 3.333 -0.739 -0.264  -0.037
C 0.910 -0.016 0.302  -0.246
H 2.276 0.919 -1.215  0.154
H 3.206 -1.351 0.636  0.088
H 2.635 1.287 1.559  0.091
H 0.834 0.269 1.350  0.124
H 0.910 -1.151 0.232  0.099
H 3.035 -1.339 -1.134  0.080
H 4.368 -0.423 -0.363  0.088